No. 1
{
  "formula": "C36H47Br2N5O4Rb",
  "method": "ωB97M-V with the def2-TZVPD basis set",
  "homo_ev": -3.645,
  "relative_energy_ev": 0.572,
  "charge": -1,
  "total_energy_ha": -7146.89585,
  "lumo_ha": 0.056,
  "species": ["Rb", "C", "C", "C", "C", "C", "C", "C", "C", "C", "C", "C", "C", "C", "C", "C", "C", "C", "H", "H", "H", "H", "H", "H", "H", "H", "H", "H", "H", "H", "H", "H", "H", "H", "H", "H", "H", "H", "H", "H", "H", "H", "H", "H", "H", "H", "H", "N", "C", "C", "N", "H", "H", "H", "H", "H", "H", "H", "H", "Br", "C", "C", "C", "N", "C", "C", "C", "C", "C", "Br", "C", "C", "N", "H", "H", "H", "H", "H", "H", "O", "C", "O", "C", "C", "C", "C", "C", "C", "N", "O", "O", "H", "H", "H", "H"],
  "xyz": [[-1.247, -0.226, 0.127], [2.097, -0.090, -0.093], [2.051, 0.942, -1.066], [1.965, 2.182, -0.348], [1.977, 1.852, 1.031], [2.055, 0.464, 1.198], [2.269, -0.278, 2.502], [2.018, 0.633, 3.705], [1.319, -1.476, 2.612], [3.714, -0.796, 2.576], [1.817, 3.644, -0.791], [2.836, 4.110, -1.841], [0.395, 3.933, -1.305], [2.050, 4.584, 0.404], [2.256, 0.621, -2.553], [1.252, 1.308, -3.491], [3.701, 0.940, -2.982], [2.070, -0.879, -2.813], [2.217, -1.142, -0.312], [2.009, 2.564, 1.843], [0.999, 1.029, 3.688], [2.709, 1.478, 3.705], [2.157, 0.082, 4.640], [0.282, -1.128, 2.635], [1.505, -2.052, 3.525], [1.443, -2.144, 1.755], [4.413, 0.039, 2.503], [3.919, -1.471, 1.743], [3.901, -1.331, 3.514], [2.720, 3.616, -2.800], [3.853, 3.927, -1.488], [2.723, 5.186, -2.013], [0.153, 3.335, -2.181], [0.278, 4.991, -1.569], [-0.339, 3.692, -0.533], [3.052, 4.448, 0.816], [1.334, 4.411, 1.207], [1.945, 5.624, 0.081], [1.330, 2.390, -3.493], [0.232, 1.037, -3.209], [1.413, 0.967, -4.519], [3.966, 1.983, -2.841], [3.853, 0.685, -4.037], [4.392, 0.342, -2.384], [1.070, -1.202, -2.526], [2.807, -1.477, -2.276], [2.201, -1.079, -3.881], [-4.029, -2.862, -0.231], [-3.733, -3.980, 0.661], [-2.252, -4.088, 0.989], [-1.730, -2.894, 1.666], [-4.997, -2.926, -0.528], [-3.480, -2.966, -1.092], [-4.032, -4.950, 0.243], [-4.299, -3.850, 1.593], [-1.699, -4.228, 0.059], [-2.113, -5.000, 1.585], [-0.778, -3.059, 1.975], [-2.273, -2.706, 2.503], [-2.757, 7.207, 1.930], [-2.452, 5.340, 1.917], [-1.172, 4.846, 2.049], [-1.014, 3.466, 1.995], [-2.024, 2.617, 1.853], [-3.258, 3.110, 1.761], [-3.521, 4.477, 1.764], [-4.367, 2.113, 1.662], [-5.679, 2.471, 1.964], [-6.656, 1.500, 1.863], [-8.452, 1.939, 2.268], [-6.326, 0.218, 1.476], [-4.988, -0.041, 1.207], [-4.031, 0.876, 1.299], [-0.320, 5.500, 2.160], [-0.026, 3.019, 2.036], [-4.519, 4.866, 1.633], [-5.936, 3.467, 2.291], [-7.073, -0.558, 1.387], [-4.666, -1.026, 0.876], [-2.386, -3.616, -2.486], [-1.352, -2.954, -2.259], [-1.248, -1.722, -2.061], [-0.060, -3.763, -2.181], [0.218, -4.747, -3.124], [1.384, -5.489, -3.045], [2.248, -5.255, -1.988], [1.994, -4.291, -1.027], [0.837, -3.541, -1.142], [3.473, -6.057, -1.884], [3.720, -6.844, -2.780], [4.215, -5.848, -0.942], [-0.496, -4.930, -3.915], [1.627, -6.247, -3.775], [2.702, -4.126, -0.228], [0.644, -2.739, -0.442]]
}

=====

No. 2
{
  "formula": "C36H47BrN4O2SSi3W",
  "method": "ωB97M-V with the def2-TZVPD basis set",
  "homo_ev": [-13.053, -13.237],
  "relative_energy_ev": 0.676,
  "charge": 2,
  "multiplicity": 3,
  "total_energy_ha": -5676.86040,
  "lumo_ha": [-0.229, -0.240],
  "s_squared": 2.029,
  "species": ["W", "C", "C", "C", "C", "N", "C", "C", "C", "C", "C", "C", "N", "C", "C", "C", "C", "C", "N", "H", "H", "H", "H", "H", "H", "H", "H", "H", "H", "H", "O", "C", "C", "C", "N", "C", "Br", "C", "H", "H", "H", "H", "C", "O", "Si", "C", "C", "C", "Si", "C", "C", "C", "Si", "C", "C", "C", "H", "H", "H", "H", "H", "H", "H", "H", "H", "H", "H", "H", "H", "H", "H", "H", "H", "H", "H", "H", "H", "H", "H", "H", "H", "H", "H", "S", "C", "C", "C", "C", "C", "C", "H", "H", "H", "H", "H"],
  "xyz": [[-19.889, 1.380, -7.722], [-20.727, -3.094, -8.491], [-19.657, -3.491, -9.273], [-18.761, -2.504, -9.695], [-18.883, -1.242, -9.174], [-19.928, -0.889, -8.392], [-20.852, -1.787, -8.091], [-17.684, -0.323, -9.250], [-16.460, -0.642, -9.811], [-15.450, 0.263, -9.755], [-15.562, 1.337, -8.881], [-16.764, 1.601, -8.320], [-17.842, 0.799, -8.570], [-17.055, 2.625, -7.321], [-16.145, 3.649, -6.891], [-16.516, 4.505, -5.896], [-17.730, 4.375, -5.260], [-18.588, 3.388, -5.683], [-18.276, 2.540, -6.698], [-21.473, -3.776, -8.165], [-19.583, -4.545, -9.623], [-17.893, -2.713, -10.326], [-21.618, -1.451, -7.369], [-16.379, -1.634, -10.321], [-14.496, 0.044, -10.168], [-14.691, 1.989, -8.598], [-15.188, 3.780, -7.414], [-15.820, 5.276, -5.613], [-18.009, 5.089, -4.455], [-19.551, 3.134, -5.253], [-19.866, -0.436, -2.373], [-19.439, -0.055, -3.588], [-18.232, -0.564, -4.176], [-18.146, -0.400, -5.525], [-19.077, 0.274, -6.199], [-20.079, 0.868, -5.692], [-19.303, 3.521, -9.088], [-20.239, 0.817, -4.313], [-19.289, -1.074, -1.967], [-17.507, -1.190, -3.665], [-17.240, -0.711, -6.104], [-21.078, 1.254, -3.860], [-20.399, 0.913, -10.936], [-20.928, 1.243, -9.624], [-22.267, 2.336, -9.323], [-22.114, 4.077, -10.192], [-23.744, 1.725, -10.275], [-21.975, 2.040, -7.532], [-22.349, 3.711, -6.676], [-22.371, 3.369, -4.845], [-21.237, 5.260, -6.798], [-23.927, 4.444, -7.463], [-23.282, 0.687, -6.855], [-23.703, -0.573, -8.223], [-24.942, 1.458, -6.355], [-22.837, -0.512, -5.489], [-19.651, 1.656, -11.164], [-21.208, 1.065, -11.646], [-20.023, -0.108, -10.977], [-21.472, 3.912, -11.060], [-21.664, 4.857, -9.601], [-23.076, 4.450, -10.590], [-24.625, 1.692, -9.665], [-23.715, 0.741, -10.772], [-23.933, 2.488, -11.018], [-21.414, 3.489, -4.419], [-22.797, 2.367, -4.609], [-23.017, 4.022, -4.331], [-21.833, 6.102, -6.447], [-20.983, 5.537, -7.825], [-20.374, 5.291, -6.190], [-24.493, 3.773, -8.159], [-23.723, 5.422, -7.994], [-24.695, 4.770, -6.723], [-22.904, -0.708, -8.959], [-24.582, -0.430, -8.813], [-23.908, -1.523, -7.742], [-25.326, 2.000, -7.233], [-24.932, 2.132, -5.553], [-25.689, 0.676, -6.072], [-22.719, 0.004, -4.545], [-21.988, -1.157, -5.555], [-23.708, -1.194, -5.298], [-16.719, 2.768, -11.611], [-15.637, 3.986, -10.954], [-16.122, 5.269, -10.751], [-15.456, 6.227, -10.049], [-14.185, 5.986, -9.584], [-13.605, 4.734, -9.799], [-14.294, 3.755, -10.485], [-17.098, 5.520, -11.147], [-15.911, 7.222, -9.889], [-13.625, 6.788, -9.015], [-12.604, 4.577, -9.479], [-13.888, 2.756, -10.648]]
}

=====

No. 3
{
  "formula": "C36H48AsIrN5SSi",
  "method": "ωB97M-V with the def2-TZVPD basis set",
  "homo_ev": [-13.122, -13.122],
  "relative_energy_ev": 0.000,
  "charge": 2,
  "multiplicity": 2,
  "total_energy_ha": -4701.75452,
  "lumo_ha": [-0.214, -0.284],
  "s_squared": 0.769,
  "species": ["Ir", "C", "C", "C", "C", "C", "C", "N", "N", "Si", "C", "C", "C", "H", "H", "H", "H", "H", "H", "H", "H", "H", "H", "H", "H", "H", "H", "H", "S", "C", "N", "C", "C", "N", "H", "H", "H", "H", "H", "H", "C", "C", "C", "C", "C", "C", "As", "N", "C", "C", "C", "C", "C", "C", "C", "C", "C", "C", "C", "C", "C", "C", "C", "C", "C", "C", "H", "H", "H", "H", "H", "H", "H", "H", "H", "H", "H", "H", "H", "H", "H", "H", "H", "H", "H", "H", "H", "H", "H", "H", "H", "H", "H"],
  "xyz": [[0.466, -1.153, 0.715], [-2.180, -3.477, -0.540], [-0.752, -3.704, -0.904], [-0.330, -4.681, -1.817], [1.008, -4.804, -2.155], [1.967, -3.962, -1.593], [1.490, -3.032, -0.689], [0.180, -2.932, -0.368], [2.083, -2.049, 0.070], [3.803, -2.033, 0.707], [4.973, -1.814, -0.708], [3.881, -0.687, 1.970], [3.961, -3.705, 1.492], [-2.709, -4.424, -0.442], [-2.671, -2.895, -1.325], [-2.251, -2.923, 0.395], [-1.068, -5.339, -2.256], [1.314, -5.561, -2.864], [3.014, -4.027, -1.847], [4.831, -0.873, -1.237], [4.917, -2.628, -1.432], [5.991, -1.816, -0.306], [3.898, 0.319, 1.548], [4.799, -0.812, 2.551], [3.045, -0.772, 2.667], [3.830, -4.516, 0.774], [3.239, -3.838, 2.301], [4.961, -3.802, 1.921], [0.310, -2.436, 2.736], [-0.558, -1.643, 3.979], [-0.807, -2.267, 5.130], [-1.612, -1.453, 6.045], [-1.665, -0.099, 5.305], [-1.085, -0.431, 4.000], [-0.554, -3.227, 5.293], [-1.131, -1.374, 7.016], [-2.601, -1.889, 6.175], [-1.064, 0.666, 5.798], [-2.680, 0.273, 5.189], [-0.893, 0.265, 3.295], [2.368, 5.514, -3.451], [1.721, 4.319, -2.815], [0.365, 4.295, -2.538], [-0.262, 3.200, -1.946], [-1.746, 3.311, -1.707], [0.536, 2.091, -1.636], [-0.259, 0.561, -0.810], [-0.053, 0.680, 1.020], [0.033, 1.799, 1.875], [1.008, 1.811, 2.873], [1.107, 2.891, 3.737], [0.243, 3.971, 3.608], [-0.712, 3.969, 2.600], [-0.817, 2.893, 1.733], [-2.014, 0.159, -1.475], [-3.173, 0.100, -0.694], [-3.222, 0.457, 0.768], [-4.352, -0.300, -1.317], [-4.407, -0.650, -2.660], [-5.700, -1.055, -3.307], [-3.226, -0.614, -3.396], [-2.024, -0.216, -2.830], [-0.781, -0.202, -3.685], [1.915, 2.079, -1.904], [2.785, 0.896, -1.585], [2.481, 3.197, -2.484], [1.646, 6.304, -3.645], [2.836, 5.238, -4.397], [3.151, 5.915, -2.806], [-0.239, 5.162, -2.779], [-2.000, 4.346, -1.481], [-2.110, 2.692, -0.891], [-2.306, 3.023, -2.599], [1.693, 0.974, 2.947], [1.874, 2.896, 4.500], [0.325, 4.816, 4.277], [-1.377, 4.814, 2.482], [-1.549, 2.908, 0.937], [-2.500, -0.114, 1.355], [-4.215, 0.259, 1.165], [-3.010, 1.515, 0.933], [-5.261, -0.337, -0.728], [-6.494, -1.173, -2.572], [-5.590, -1.993, -3.852], [-6.017, -0.299, -4.026], [-3.242, -0.901, -4.442], [-0.959, -0.725, -4.623], [0.063, -0.705, -3.197], [-0.464, 0.814, -3.926], [2.415, -0.016, -2.063], [2.824, 0.717, -0.508], [3.800, 1.072, -1.936], [3.545, 3.198, -2.693]]
}